No. 1
A cluster of 2 separate species, C9H7IO3 in total. Source: the Open Molecules 2025 dataset; level of theory: the ωB97M-V functional and the def2-TZVPD basis.

```
20
C9H7IO3 (the ωB97M-V functional and the def2-TZVPD basis)
O -2.70 1.79 1.24
C -1.69 1.19 1.43
C -1.45 -0.24 1.04
I -3.24 -0.99 0.10
C -0.15 -0.49 0.32
C 1.03 -0.10 0.95
C 2.25 -0.30 0.34
C 2.32 -0.90 -0.91
C 1.16 -1.31 -1.53
C -0.07 -1.11 -0.92
H -0.83 1.66 1.95
H -1.41 -0.79 2.00
H 1.00 0.35 1.93
H 3.16 0.00 0.84
H 3.27 -1.04 -1.40
H 1.19 -1.79 -2.50
H -0.96 -1.45 -1.42
O -1.69 1.25 -1.81
C -0.97 1.84 -1.14
O -0.21 2.44 -0.53
```

Values from the calculation:
maximum force	1.77	eV/A
E_HOMO	-9.46	eV
charge	0
gap between HOMO and LUMO	9.887	eV
SMILES string	O=C[C@@H](I)c1ccccc1.O=C=O
LUMO energy	0.43	eV
total energy	-23689.7531	eV

---

No. 2
A structure of composition C9H7N2O5PtS. Source: the Open Molecules 2025 dataset; level of theory: the ωB97M-V functional and the def2-TZVPD basis.

```
25
C9H7N2O5PtS (the ωB97M-V functional and the def2-TZVPD basis)
O -3.03 -4.19 -1.61
C -2.20 -4.03 -2.37
Pt 0.15 0.38 -1.97
O 1.50 -1.80 -0.22
C 0.76 -1.19 -0.90
C 1.07 1.97 -1.55
O 1.64 2.90 -1.14
C -1.31 2.88 -4.16
O -2.26 3.28 -4.66
C 0.70 -0.25 -3.69
O 0.97 -0.87 -4.62
H -0.32 -1.26 -1.54
C -0.88 -1.37 2.32
N -0.03 -0.19 2.23
C 1.00 0.14 3.13
C 1.53 1.33 2.72
N 0.83 1.71 1.58
C -0.12 0.78 1.29
S -1.25 0.83 0.02
H -1.94 -1.08 2.31
H -0.70 -2.05 1.49
H -0.66 -1.88 3.25
H 1.24 -0.51 3.94
H 2.33 1.91 3.11
H 0.97 2.56 1.05
```

Values from the calculation:
maximum force	7.58	eV/A
E_HOMO (alpha / beta)	-18.64 / -20.51	eV
spin multiplicity	5
charge	+3
gap between HOMO and LUMO (alpha / beta)	5.918 / 3.340	eV
LUMO energy (alpha / beta)	-12.72 / -17.17	eV
total energy	-36705.8398	eV

---

No. 3
An isolated molecule of C9H7N3O. Source: the Open Molecules 2025 dataset; level of theory: the ωB97M-V functional and the def2-TZVPD basis.

```
20
C9H7N3O (the ωB97M-V functional and the def2-TZVPD basis)
O -4.13 0.90 -0.45
N -3.57 1.56 0.54
N -2.17 1.51 0.74
C -1.25 0.50 0.28
C -1.52 -0.60 -0.46
C -0.33 -1.40 -0.81
C 0.98 -1.10 -0.47
C 2.20 -2.00 -0.42
C 3.46 -1.41 -0.23
C 3.55 0.10 0.25
C 2.39 0.78 0.37
C 1.14 0.16 0.08
N 0.06 0.80 0.42
H -1.59 1.90 1.72
H -2.50 -0.98 -1.19
H -0.62 -2.33 -1.14
H 1.97 -3.09 -0.24
H 4.28 -2.29 0.20
H 4.59 0.41 0.30
H 2.79 1.95 0.65
```

Values from the calculation:
maximum force	6.87	eV/A
E_HOMO	-9.07	eV
charge	0
gap between HOMO and LUMO	8.501	eV
SMILES string	O=NNc1ccc2ccccc2n1
LUMO energy	-0.57	eV
total energy	-15956.8371	eV

---

No. 4
An isolated molecule of C9H7NO. Source: the Open Molecules 2025 dataset; level of theory: the ωB97M-V functional and the def2-TZVPD basis.

```
18
C9H7NO (the ωB97M-V functional and the def2-TZVPD basis)
O -3.10 2.00 1.46
C -2.77 1.51 0.40
C -1.49 0.70 0.31
C -0.84 0.40 1.50
C 0.35 -0.29 1.73
C 0.94 -0.71 0.42
C 2.05 -1.36 0.10
C 2.27 -1.07 -1.32
N 1.27 -0.38 -1.82
C 0.35 -0.20 -0.81
C -0.87 0.43 -0.85
H -3.55 1.44 -0.60
H -1.11 0.74 2.51
H 0.73 -0.45 2.71
H 2.69 -1.73 0.75
H 3.35 -1.26 -1.73
H 0.87 -0.63 -2.90
H -1.18 0.87 -1.87
```

Values from the calculation:
maximum force	7.07	eV/A
E_HOMO	-7.97	eV
charge	0
gap between HOMO and LUMO	8.176	eV
SMILES string	O=Cc1ccc2cc[nH]c2c1
LUMO energy	0.20	eV
total energy	-12981.1470	eV

---

No. 5
A cluster of 2 separate species, C9H7NO2 in total. Source: the Open Molecules 2025 dataset; level of theory: the ωB97M-V functional and the def2-TZVPD basis.

```
19
C9H7NO2 (the ωB97M-V functional and the def2-TZVPD basis)
C -1.08 -2.63 -0.06
C -1.61 -1.43 -0.30
C 0.43 -2.55 0.28
C 1.06 -1.44 0.29
C -0.92 -0.13 -0.13
C 0.63 0.00 0.15
C 4.12 0.99 -0.18
C -1.67 1.00 -0.12
C -1.24 2.34 0.12
N 1.15 1.09 0.18
O 3.87 2.11 -0.32
O 4.37 -0.08 0.13
H -1.53 -3.57 0.00
H -2.69 -1.24 -0.50
H 1.06 -3.45 0.34
H -2.75 0.91 -0.32
H -0.97 2.41 1.12
H -2.02 3.11 -0.19
H -0.23 2.53 -0.49
```

Values from the calculation:
maximum force	4.55	eV/A
E_HOMO (alpha / beta)	-8.68 / -8.69	eV
charge	0
gap between HOMO and LUMO (alpha / beta)	7.984 / 8.283	eV
LUMO energy (alpha / beta)	-0.70 / -0.41	eV
total energy	-15025.9999	eV

---

No. 6
The ion C9H7NO2P with charge -1. Source: the Open Molecules 2025 dataset; level of theory: the ωB97M-V functional and the def2-TZVPD basis.

```
20
C9H7NO2P (the ωB97M-V functional and the def2-TZVPD basis)
C -1.50 -1.66 0.68
N -0.01 -1.56 0.60
C 0.90 -2.54 0.85
C 0.84 -3.94 1.44
O 1.98 -4.38 1.60
O -0.24 -4.41 1.75
P 2.56 -2.00 0.74
C 1.95 -0.41 0.06
C 2.56 0.74 -0.42
C 1.76 1.85 -0.66
C 0.39 1.80 -0.69
C -0.24 0.68 -0.30
C 0.52 -0.38 0.14
H -2.01 -1.78 -0.21
H -1.58 -2.66 1.16
H -1.80 -0.86 1.19
H 3.55 0.91 -0.55
H 2.29 2.85 -1.05
H -0.30 2.53 -0.96
H -1.28 0.72 -0.41
```

Values from the calculation:
maximum force	5.83	eV/A
E_HOMO	-3.96	eV
charge	-1
gap between HOMO and LUMO	7.286	eV
SMILES string	Cn1c(C(=O)[O-])pc2ccccc21
LUMO energy	3.32	eV
total energy	-24320.9969	eV

---

No. 7
An isolated molecule of C9H7NO4. Source: the Open Molecules 2025 dataset; level of theory: the ωB97M-V functional and the def2-TZVPD basis.

```
21
C9H7NO4 (the ωB97M-V functional and the def2-TZVPD basis)
N -0.50 2.80 -0.26
C -0.98 1.59 0.24
O -1.93 1.51 0.99
C -0.15 0.23 -0.22
C 0.88 0.00 -1.57
O 1.07 -1.08 -2.05
O 1.58 1.08 -1.84
C 1.06 0.22 0.66
C 1.35 -0.91 1.28
C 0.56 -2.08 1.17
C -0.61 -2.17 0.52
C -1.17 -0.92 0.10
C -2.46 -0.85 0.04
O -3.60 -0.97 0.05
H 0.01 2.90 -1.20
H -1.17 3.58 -0.21
H 2.38 0.88 -2.43
H 1.68 1.18 0.75
H 2.32 -0.87 1.89
H 0.90 -3.13 1.58
H -1.23 -2.97 0.51
```

Values from the calculation:
maximum force	5.05	eV/A
E_HOMO	-7.65	eV
charge	0
gap between HOMO and LUMO	7.948	eV
SMILES string	NC(=O)[C@@]1(C(=O)O)C=CC=CC1=C=O
LUMO energy	0.30	eV
total energy	-19123.6937	eV

---

No. 8
A structure of composition C9H8. Source: the Open Molecules 2025 dataset; level of theory: the ωB97M-V functional and the def2-TZVPD basis.

```
17
C9H8 (the ωB97M-V functional and the def2-TZVPD basis)
C 1.86 1.70 1.39
C 0.89 2.30 0.71
C 0.81 0.76 1.19
C -0.48 0.91 0.59
C 0.57 -0.89 0.34
C -0.57 -0.35 -0.11
C -0.55 2.34 0.35
C 1.50 -1.96 0.00
C -1.64 -0.86 -0.97
H -1.15 2.82 0.99
H -0.86 2.66 -0.59
H 2.33 -1.94 0.73
H 1.93 -1.79 -0.99
H 1.00 -2.94 0.05
H -2.07 0.06 -1.42
H -2.36 -1.38 -0.39
H -1.22 -1.43 -1.86
```

Values from the calculation:
maximum force	5.69	eV/A
E_HOMO (alpha / beta)	-7.35 / -7.35	eV
charge	0
gap between HOMO and LUMO (alpha / beta)	7.383 / 7.384	eV
LUMO energy (alpha / beta)	0.03 / 0.03	eV
total energy	-9452.9517	eV

---

No. 9
A cluster of 31 separate species, C9H84BClN2O34PS2 in total. Source: the Open Molecules 2025 dataset; level of theory: the ωB97M-V functional and the def2-TZVPD basis.

```
134
C9H84BClN2O34PS2 (the ωB97M-V functional and the def2-TZVPD basis)
C 5.60 -0.49 1.51
N 5.01 -1.87 1.19
C 6.17 -2.58 0.47
B 3.83 -1.74 0.22
O 4.12 -2.20 -1.19
N 2.43 -1.24 0.65
C 2.07 -1.60 2.07
C 1.48 -3.11 2.29
C 1.59 -3.64 3.87
S 0.30 -2.78 4.99
C 1.44 -1.71 -0.40
C -0.12 -1.32 -0.11
C -0.68 -0.48 -1.44
C -2.24 0.03 -1.29
S -2.35 1.69 -0.43
O -1.18 2.59 -0.97
O -3.72 2.40 -0.63
Cl -2.09 1.46 1.65
P 2.41 0.58 0.57
O 3.31 1.03 -0.66
H 5.77 0.04 0.48
H 6.68 -0.62 2.00
H 4.86 0.07 2.24
H 7.09 -2.69 1.22
H 6.58 -1.85 -0.39
H 5.89 -3.64 0.08
H 3.93 -3.18 -1.28
H 1.23 -0.83 2.42
H 2.97 -1.45 2.83
H 1.89 -3.91 1.52
H 0.31 -3.05 2.08
H 1.30 -4.80 3.93
H 2.63 -3.40 4.35
H -0.85 -2.50 4.19
H 1.74 -1.14 -1.41
H 1.60 -2.88 -0.58
H -0.74 -2.33 -0.08
H -0.32 -0.75 0.89
H -0.63 -1.23 -2.37
H 0.07 0.38 -1.69
H -2.87 -0.83 -0.81
H -2.68 0.17 -2.39
H 1.08 1.13 0.47
H 2.94 1.03 1.86
O -0.55 3.11 4.37
H -0.94 2.60 3.65
H -1.29 3.27 4.97
O 2.32 1.43 -3.53
H 2.69 1.72 -2.68
H 3.01 0.86 -3.90
O 1.45 4.59 -3.75
H 1.77 3.69 -3.55
H 1.21 4.94 -2.88
O -6.91 2.91 -0.33
H -5.95 2.94 -0.20
H -7.01 2.89 -1.30
O -6.62 0.46 -3.16
H -6.16 1.12 -2.63
H -7.06 0.97 -3.85
O -7.02 -2.15 -4.69
H -6.19 -2.64 -4.74
H -6.78 -1.33 -4.22
O -5.38 2.10 2.38
H -6.18 2.64 2.43
H -4.83 2.56 1.73
O 6.52 -4.89 2.22
H 7.25 -4.80 2.86
H 5.83 -4.31 2.58
O 0.77 -6.71 4.86
H 0.99 -7.14 5.70
H -0.15 -6.97 4.69
O 3.47 -2.49 6.56
H 3.69 -2.92 7.40
H 2.55 -2.75 6.39
O -7.36 0.18 3.70
H -7.68 -0.57 3.17
H -6.75 0.65 3.11
O -5.40 -5.17 -4.33
H -5.79 -5.68 -5.06
H -6.14 -5.01 -3.73
O -0.29 -5.86 7.56
H -1.10 -5.32 7.61
H 0.26 -5.40 6.91
O -5.95 3.26 -3.71
H -6.32 4.15 -3.57
H -5.06 3.44 -4.06
O -4.97 4.38 -5.76
H -5.29 3.63 -6.30
H -4.37 4.85 -6.35
O 4.13 -5.34 -0.70
H 4.76 -5.80 -0.13
H 4.38 -5.61 -1.60
O 5.32 2.11 2.95
H 5.78 2.78 3.48
H 4.87 2.63 2.26
O 2.70 7.05 -2.56
H 2.31 6.54 -3.28
H 1.96 7.22 -1.96
O -2.74 5.30 -0.38
H -2.86 4.38 -0.65
H -1.83 5.33 -0.06
O 5.26 -3.73 8.54
H 5.81 -3.01 8.88
H 5.80 -4.52 8.65
O -0.72 6.31 -5.40
H -0.44 7.19 -5.69
H 0.04 5.96 -4.91
O 3.00 5.01 -6.34
H 2.61 4.50 -7.07
H 2.26 5.17 -5.74
O -3.42 6.89 -7.61
H -3.14 7.77 -7.89
H -2.66 6.55 -7.11
O -5.78 -1.75 1.70
H -5.32 -1.08 2.23
H -6.23 -1.23 1.01
O 5.71 3.53 -5.76
H 4.90 4.07 -5.72
H 6.26 3.99 -6.41
O 0.43 -2.39 -3.48
H 0.11 -3.14 -4.02
H 1.03 -1.92 -4.07
O -0.11 -8.68 7.08
H 0.22 -9.57 7.28
H -0.34 -8.32 7.95
O -0.06 -5.16 10.90
H 0.90 -5.14 11.03
H -0.17 -5.19 9.94
O -0.30 7.73 -1.99
H -0.69 7.22 -2.71
H -1.04 7.90 -1.39
O -4.28 4.42 -9.21
H -3.82 5.09 -8.68
H -4.73 4.94 -9.90
```

Values from the calculation:
maximum force	6.85	eV/A
E_HOMO	-11.95	eV
charge	+1
gap between HOMO and LUMO	7.671	eV
LUMO energy	-4.28	eV
total energy	-127439.4873	eV

---

No. 10
A structure of composition C9H8BrFN2. Source: the Open Molecules 2025 dataset; level of theory: the ωB97M-V functional and the def2-TZVPD basis.

```
21
C9H8BrFN2 (the ωB97M-V functional and the def2-TZVPD basis)
C -0.57 2.06 -0.82
C 1.81 2.14 -1.01
C -0.54 0.80 -0.24
C 0.58 2.77 -1.19
C 0.75 0.28 -0.19
C -1.68 0.04 0.27
C -1.61 -1.00 1.16
C -0.32 -1.54 1.61
C 0.64 -1.65 0.42
N 1.83 0.91 -0.52
N 0.32 -2.44 -0.66
F 1.99 -1.82 0.72
Br 0.48 4.62 -1.79
H -1.50 2.56 -0.71
H 2.72 2.65 -1.31
H -2.70 0.42 -0.01
H -2.54 -1.32 1.46
H 0.03 -1.12 2.58
H -0.41 -2.54 1.91
H -0.43 -3.08 -0.57
H 1.14 -2.73 -1.13
```

Values from the calculation:
maximum force	6.00	eV/A
E_HOMO	-8.21	eV
charge	0
gap between HOMO and LUMO	8.495	eV
LUMO energy	0.29	eV
total energy	-85200.4185	eV

---

No. 11
A structure of composition C9H8BrN3O2. Source: the Open Molecules 2025 dataset; level of theory: the ωB97M-V functional and the def2-TZVPD basis.

```
23
C9H8BrN3O2 (the ωB97M-V functional and the def2-TZVPD basis)
C 1.40 -1.50 -2.78
C 1.30 -1.96 -1.43
C -0.16 0.32 -2.44
C -1.12 0.44 0.01
C -0.33 -0.08 -1.15
C 0.70 -0.46 -3.32
C 0.38 -1.19 -0.63
C -0.54 -0.40 1.10
C -0.18 0.72 3.56
N 0.26 -1.30 0.75
N -0.93 -0.21 2.88
N -0.91 1.90 0.30
O -1.78 2.43 0.94
O 0.16 2.37 0.04
Br 0.97 0.07 -5.10
H 1.87 -2.15 -3.43
H 1.85 -2.78 -1.14
H -0.55 1.38 -2.69
H -2.24 0.46 0.04
H -0.50 1.73 3.47
H -0.07 0.64 4.61
H 0.94 0.75 3.40
H -0.53 -1.19 3.02
```

Values from the calculation:
maximum force	6.97	eV/A
E_HOMO	-9.07	eV
charge	0
gap between HOMO and LUMO	8.632	eV
LUMO energy	-0.43	eV
total energy	-88064.4233	eV

---

No. 12
A structure of composition C9H8BrNO2S. Source: the Open Molecules 2025 dataset; level of theory: the ωB97M-V functional and the def2-TZVPD basis.

```
22
C9H8BrNO2S (the ωB97M-V functional and the def2-TZVPD basis)
C 1.39 2.72 -0.33
C 3.67 2.11 0.32
C 1.65 1.35 0.01
C 0.65 0.37 0.06
C 0.95 -1.64 0.14
C -0.35 -2.02 -0.05
C -1.31 -0.73 -0.10
C -2.40 -0.96 -1.25
C -2.11 -0.76 1.24
N 2.91 1.09 0.32
O -0.87 -3.14 -0.09
O -0.60 0.53 -0.12
S 2.82 3.57 -0.07
Br 2.67 -2.36 0.13
H 0.51 3.08 -0.67
H 4.75 2.01 0.55
H -2.22 -1.92 -1.67
H -2.14 -0.21 -2.06
H -3.45 -0.70 -1.02
H -1.58 0.00 1.79
H -1.80 -1.80 1.67
H -3.17 -0.59 1.22
```

Values from the calculation:
maximum force	7.12	eV/A
E_HOMO (alpha / beta)	-7.46 / -7.46	eV
charge	0
gap between HOMO and LUMO (alpha / beta)	6.049 / 6.050	eV
LUMO energy (alpha / beta)	-1.41 / -1.41	eV
total energy	-95920.0460	eV

---

no.,M (g/mol)
1,290.06
2,450.31
3,173.17
4,145.16
5,161.16
6,192.13
7,193.16
8,116.16
9,906.12
10,243.08
11,270.09
12,274.14